one.
Formula: C6H10N2
Source: OMol25
Level of theory: ωB97M-V/def2-TZVPD

Results
* orbital gap: 9.55 eV
* HOMO level: -0.326 Ha
* SMILES: [H]/N=N/C1=C[C@H](C)[C@H]1C

```
18
C6H10N2, DFT ωB97M-V/def2-TZVPD
C -1.59 -0.06 -0.05
C -0.62 -0.90 -0.40
C -0.61 0.96 0.48
C 0.52 -0.05 0.09
C -0.58 2.25 -0.33
C 1.37 -0.61 1.22
N 0.54 -2.78 -1.24
N -0.51 -2.17 -1.42
H -2.66 -0.06 -0.11
H -0.67 1.18 1.54
H 1.16 0.31 -0.72
H -0.65 2.02 -1.40
H 0.36 2.78 -0.16
H -1.41 2.90 -0.06
H 0.75 -0.86 2.08
H 2.11 0.13 1.52
H 1.88 -1.50 0.89
H 0.61 -3.55 -1.93
```

---

two.
Formula: C6H10N2
Source: OMol25
Level of theory: ωB97M-V/def2-TZVPD

Results
* orbital gap: 10.41 eV
* HOMO level: -0.354 Ha
* SMILES: [H]/N=C(/C)[C@H](C#N)CC

```
18
C6H10N2, DFT ωB97M-V/def2-TZVPD
C 2.31 0.07 -0.86
C 0.00 1.13 -1.00
C -0.38 0.09 -2.01
C -0.38 -0.83 1.53
C 1.01 -0.79 0.80
C 1.22 0.52 -0.04
N 3.08 -0.48 -1.54
N -0.39 2.29 -0.95
H -1.33 -0.37 -1.66
H -0.35 0.67 -2.95
H 0.36 -0.72 -2.10
H -0.93 -1.72 1.24
H -0.35 -1.09 2.60
H -0.90 0.00 1.32
H 1.20 -1.62 0.24
H 1.82 -0.83 1.56
H 1.50 1.35 0.60
H -0.15 3.02 -0.16
```

---

three.
Formula: C6H10N2
Source: OMol25
Level of theory: ωB97M-V/def2-TZVPD

Results
* orbital gap: 9.36 eV
* HOMO level: -0.335 Ha

```
18
C6H10N2, DFT ωB97M-V/def2-TZVPD
C 1.06 0.10 -0.84
C 2.38 0.73 -0.46
N 1.13 -1.24 -1.19
C -0.01 0.34 0.48
C -0.02 0.93 1.55
H 0.54 0.67 -1.62
H 1.71 -1.76 -0.53
H 0.14 -1.69 -1.16
H 2.25 1.78 -0.19
H 2.82 0.21 0.38
H 3.07 0.68 -1.31
H -0.09 1.37 2.51
C -2.78 -0.04 0.62
C -1.64 -0.81 0.09
N -1.38 -1.74 -0.59
H -2.72 -0.01 1.71
H -2.74 0.99 0.26
H -3.72 -0.50 0.30
```

---

four.
Formula: C6H10N2
Source: OMol25
Level of theory: ωB97M-V/def2-TZVPD

Results
* orbital gap: 10.12 eV
* HOMO level: -0.336 Ha
* SMILES: c1ccncc1.CN

```
18
C6H10N2, DFT ωB97M-V/def2-TZVPD
C -2.96 -0.42 0.73
C 1.18 1.11 -0.89
C 1.88 1.34 0.30
C 2.57 0.30 0.86
C 2.51 -0.98 0.30
C 1.69 -1.12 -0.85
H -2.46 0.17 -1.19
H -4.08 0.20 -0.88
H -3.79 -0.38 1.37
H -2.67 -1.45 0.53
H -2.14 0.17 1.20
H 0.66 1.88 -1.41
H 1.80 2.30 0.80
H 3.12 0.48 1.74
H 3.16 -1.82 0.61
H 1.56 -2.09 -1.26
N -3.17 0.40 -0.52
N 1.14 -0.08 -1.45
```

---

Winner for stability: four

---

one.
Formula: C4H6N2
Source: OMol25
Level of theory: ωB97M-V/def2-TZVPD

Results
* orbital gap: 9.65 eV
* HOMO level: -0.323 Ha
* SMILES: Cn1ccnc1

```
12
C4H6N2, DFT ωB97M-V/def2-TZVPD
C -1.66 -0.19 -0.12
N -0.24 0.04 -0.01
C 0.76 -0.89 -0.14
C 1.93 -0.21 0.06
N 1.67 1.12 0.30
C 0.37 1.23 0.24
H -1.99 -0.20 -1.16
H -1.92 -1.14 0.35
H -2.20 0.61 0.41
H 0.55 -1.93 -0.36
H 2.93 -0.60 0.07
H -0.20 2.15 0.36
```

---

two.
Formula: C4H6N2
Source: OMol25
Level of theory: ωB97M-V/def2-TZVPD

Results
* orbital gap: 8.25 eV
* HOMO level: -0.311 Ha

```
12
C4H6N2, DFT ωB97M-V/def2-TZVPD
C 0.76 1.37 -0.44
C -0.28 0.38 0.02
C -0.99 -0.46 -0.97
C -0.87 -1.72 -0.35
N -0.18 -1.75 0.81
N 0.20 -0.54 1.05
H 1.13 1.97 0.39
H 1.60 0.85 -0.90
H 0.32 2.03 -1.19
H -1.17 0.89 0.40
H -1.25 -2.67 -0.70
H 0.73 -0.35 1.89
```

---

three.
Formula: C4H6N2
Source: OMol25
Level of theory: ωB97M-V/def2-TZVPD

Results
* orbital gap: 10.33 eV
* HOMO level: -0.356 Ha
* SMILES: C1=NN=CCC1

```
12
C4H6N2, DFT ωB97M-V/def2-TZVPD
C -0.15 0.91 0.28
C -1.03 -0.14 -0.22
C -0.25 -1.40 0.01
C 1.28 0.76 -0.09
H -0.22 0.81 1.39
H -0.48 1.97 0.07
H -2.05 -0.18 0.14
H -1.26 -0.12 -1.38
H -0.68 -2.40 0.14
H 1.87 1.68 -0.39
N 1.06 -1.52 0.19
N 1.90 -0.37 -0.15
```

---

Winner for stability: one